{
  "formula": "C30H28N6NaO3S",
  "method": "ωB97M-V/def2-TZVPD",
  "e_lumo_ev": 1.92,
  "max_force_ev_per_a": 1.63,
  "multiplicity": 1,
  "energy_ha": -2274.935598,
  "homo_lumo_gap_ev": 4.86,
  "homo_energy_ha": -0.1082,
  "total_charge": -1,
  "elements": ["Na", "C", "O", "C", "C", "C", "C", "C", "C", "C", "N", "C", "C", "N", "C", "C", "C", "C", "N", "C", "C", "N", "C", "C", "C", "C", "H", "H", "H", "H", "H", "H", "H", "H", "H", "H", "H", "H", "H", "H", "N", "C", "C", "C", "N", "H", "H", "H", "H", "H", "H", "H", "H", "H", "H", "O", "C", "O", "C", "C", "C", "C", "C", "C", "S", "H", "H", "H", "H"],
  "positions_angstrom": [[2.6438, -0.8153, 3.1894], [-6.0062, -0.3398, -8.0064], [-4.6088, -0.5375, -7.9918], [-3.9436, -0.2865, -6.8242], [-2.5716, -0.5472, -6.8387], [-1.8115, -0.3278, -5.7128], [-2.3954, 0.1585, -4.5410], [-3.7575, 0.4145, -4.5376], [-4.5410, 0.1975, -5.6666], [-1.5472, 0.3671, -3.3614], [-0.2586, 0.1314, -3.3190], [0.1167, 0.4492, -2.0317], [-0.9570, 0.8814, -1.3047], [-2.0318, 0.8235, -2.1636], [-0.8762, 1.2855, 0.0643], [-1.9714, 1.7105, 0.8243], [-1.7720, 2.0658, 2.1298], [-0.4688, 2.0173, 2.6348], [0.5785, 1.6445, 1.9324], [0.3917, 1.2350, 0.6709], [1.5450, 0.6850, -0.0661], [2.6900, 0.4803, 0.6090], [3.6870, -0.0946, -0.0302], [3.6535, -0.4628, -1.3778], [2.4959, -0.2526, -2.0773], [1.4053, 0.3117, -1.4136], [-6.3417, -0.6249, -9.0002], [-6.2599, 0.7089, -7.8244], [-6.5025, -0.9676, -7.2607], [-2.1275, -0.9278, -7.7471], [-0.7506, -0.5329, -5.7156], [-4.2500, 0.7889, -3.6490], [-5.5984, 0.4066, -5.6226], [-2.9850, 1.0499, -1.9471], [-2.9652, 1.7311, 0.3925], [-2.5904, 2.3495, 2.7750], [-0.2855, 2.2867, 3.6684], [4.5720, -0.3078, 0.5581], [4.5139, -0.9328, -1.8319], [2.3886, -0.5403, -3.1140], [2.3764, 1.3268, 4.5926], [2.8679, 2.6574, 4.9068], [3.6072, 3.2697, 3.7314], [4.9642, 2.6727, 3.4066], [4.8435, 1.3301, 2.8513], [1.7718, 1.3688, 3.7762], [1.8209, 0.9386, 5.3469], [3.5467, 2.5890, 5.7635], [2.0635, 3.3531, 5.1985], [3.7570, 4.3339, 3.9434], [2.9683, 3.2241, 2.8427], [5.5742, 2.6282, 4.3157], [5.4717, 3.3708, 2.7203], [5.7164, 1.0488, 2.4204], [4.1236, 1.3263, 2.1360], [1.9546, -2.2762, 1.6710], [1.7331, -2.8443, 2.7724], [2.5298, -2.8043, 3.7421], [0.3665, -3.4276, 2.9854], [0.0527, -4.7192, 2.6059], [-1.2244, -5.2315, 2.8011], [-2.1864, -4.4120, 3.3766], [-1.8778, -3.1111, 3.7381], [-0.6015, -2.5673, 3.5514], [-0.2546, -0.8875, 3.9602], [0.8220, -5.3321, 2.1499], [-1.4623, -6.2476, 2.5124], [-3.1913, -4.7859, 3.5384], [-2.6404, -2.4738, 4.1710]],
  "forces_ev_per_angstrom": [[0.3, 1.6, 0.1], [0.0, 0.0, 0.1], [0.1, 0.0, 0.1], [-0.1, 0.0, -0.1], [-0.1, 0.0, 0.0], [0.0, 0.0, -0.1], [0.1, 0.0, 0.1], [0.0, 0.0, 0.0], [0.1, 0.0, -0.1], [-0.1, -0.1, -0.1], [-0.1, 0.1, 0.1], [0.1, 0.0, 0.0], [-0.1, 0.0, 0.1], [0.3, 0.0, 0.0], [0.0, -0.1, -0.1], [0.0, 0.0, 0.0], [0.0, 0.0, 0.0], [0.0, 0.0, 0.0], [0.1, 0.0, 0.1], [0.1, 0.0, -0.1], [-0.2, 0.0, 0.2], [0.0, 0.1, -0.1], [0.0, 0.0, 0.0], [0.0, 0.0, 0.1], [0.0, 0.0, 0.0], [-0.1, 0.0, -0.1], [0.0, 0.0, 0.0], [0.0, 0.0, 0.0], [0.0, 0.0, 0.0], [0.0, 0.0, -0.1], [0.0, 0.0, 0.0], [0.0, 0.0, 0.0], [0.0, 0.0, 0.0], [0.0, 0.0, 0.0], [0.0, 0.0, 0.0], [0.0, 0.0, 0.0], [0.0, 0.0, 0.0], [0.1, 0.0, 0.0], [0.0, 0.0, 0.0], [0.0, 0.0, 0.0], [-0.1, -0.1, 0.0], [0.0, 0.0, 0.1], [0.0, 0.3, 0.0], [0.1, 0.1, 0.0], [0.2, -0.1, -0.1], [-0.1, 0.0, 0.0], [-0.1, 0.0, -0.1], [0.0, 0.0, 0.0], [0.0, 0.0, 0.0], [0.0, 0.0, 0.0], [0.0, 0.0, 0.0], [0.0, 0.0, 0.0], [0.0, -0.1, 0.0], [-0.1, 0.0, 0.0], [0.0, 0.0, -0.1], [0.0, -0.3, -0.4], [0.0, -0.1, -0.3], [0.1, -1.1, 0.4], [0.0, 0.2, 0.1], [0.0, -0.1, 0.0], [0.0, 0.0, 0.0], [0.0, -0.1, 0.0], [-0.1, 0.2, 0.1], [0.1, 0.0, 0.0], [-0.1, -0.2, 0.0], [0.0, 0.0, 0.0], [0.0, 0.0, 0.0], [0.0, 0.0, 0.0], [0.0, 0.0, 0.0]]
}

=====

{
  "formula": "C30H28N6O3Re",
  "method": "ωB97M-V/def2-TZVPD",
  "e_lumo_ev": [-6.15, -7.75],
  "max_force_ev_per_a": 1.22,
  "multiplicity": 4,
  "energy_ha": -1792.017098,
  "homo_lumo_gap_ev": [7.36, 6.07],
  "homo_energy_ha": [-0.4967, -0.5077],
  "total_charge": 2,
  "elements": ["Re", "O", "C", "N", "C", "O", "C", "C", "C", "C", "C", "N", "C", "C", "C", "C", "C", "N", "H", "H", "H", "H", "H", "H", "H", "H", "C", "C", "C", "C", "N", "N", "C", "H", "H", "H", "H", "H", "H", "H", "H", "C", "C", "C", "O", "C", "H", "H", "H", "H", "H", "H", "H", "H", "N", "C", "C", "C", "C", "C", "C", "C", "C", "C", "H", "H", "H", "H"],
  "positions_angstrom": [[0.0092, -0.2263, -0.3513], [-0.9297, 0.3229, -4.3221], [-0.4601, 0.2838, -3.2240], [-0.9505, -0.3951, -2.1038], [-2.0465, -1.2573, -2.2037], [-2.7250, -1.4729, -3.1634], [-2.2808, -1.9776, -0.8927], [-3.2383, -2.9681, -0.8208], [-3.3806, -3.6775, 0.3641], [-2.5579, -3.3575, 1.4360], [-1.6293, -2.3453, 1.2959], [-1.4857, -1.6628, 0.1504], [0.8459, 0.9741, -2.8966], [1.5718, 1.5691, -3.9080], [2.8102, 2.1202, -3.6101], [3.2640, 2.0670, -2.2986], [2.4762, 1.4692, -1.3349], [1.2885, 0.9181, -1.6238], [-3.8399, -3.1620, -1.6983], [-4.1164, -4.4664, 0.4434], [-2.6390, -3.8815, 2.3776], [-0.9858, -2.0604, 2.1186], [1.1505, 1.5739, -4.9040], [3.4053, 2.5808, -4.3869], [4.2159, 2.4966, -2.0207], [2.7867, 1.4473, -0.2978], [4.3329, -1.2997, 2.9659], [2.9666, -0.7917, 2.6870], [2.0084, -0.2755, 3.5389], [0.8887, 0.0284, 2.7641], [1.1445, -0.2814, 1.4732], [2.4106, -0.7929, 1.4650], [-0.3863, 0.5955, 3.2776], [4.6020, -1.0824, 3.9957], [5.0773, -0.8462, 2.3109], [4.3770, -2.3814, 2.8259], [2.1032, -0.1373, 4.6027], [2.8334, -1.1002, 0.6040], [-0.4205, 0.4798, 4.3583], [-1.2616, 0.1245, 2.8345], [-0.4381, 1.6589, 3.0495], [2.1336, -3.7177, -2.5829], [2.4095, -4.1434, -1.1357], [1.3266, -3.3904, -0.3889], [1.2617, -2.1052, -1.0571], [1.6979, -2.2616, -2.4421], [1.3298, -4.3195, -3.0054], [3.0053, -3.8112, -3.2251], [3.4000, -3.8140, -0.8160], [2.3352, -5.2177, -0.9871], [1.5340, -3.2233, 0.6678], [0.3637, -3.9016, -0.4831], [2.5249, -1.5679, -2.6061], [0.8815, -2.0066, -3.1173], [-5.3173, 7.7778, 2.3165], [-4.7242, 6.8611, 1.9597], [-3.9684, 5.7241, 1.5331], [-4.5438, 4.7541, 0.7100], [-3.8064, 3.6547, 0.3262], [-2.4835, 3.5040, 0.7655], [-1.9043, 4.4992, 1.5742], [-2.6409, 5.5977, 1.9546], [-1.7142, 2.3674, 0.4350], [-1.0127, 1.3866, 0.2068], [-5.5655, 4.8735, 0.3783], [-4.2480, 2.9018, -0.3127], [-0.8709, 4.4013, 1.8794], [-2.2003, 6.3661, 2.5746]],
  "forces_ev_per_angstrom": [[-0.3, 0.6, 0.4], [0.0, 0.0, 0.0], [0.0, 0.2, 0.2], [-0.1, -0.1, -0.4], [0.0, 0.1, 0.2], [0.1, 0.0, 0.0], [-0.1, -0.2, -0.2], [0.0, 0.0, 0.1], [0.1, 0.1, -0.1], [-0.1, 0.0, 0.0], [0.0, 0.1, 0.2], [0.1, 0.0, -0.2], [0.0, 0.0, -0.3], [0.0, 0.0, 0.1], [-0.1, -0.1, 0.1], [0.0, 0.1, -0.1], [0.1, 0.1, 0.2], [-0.1, -0.2, -0.1], [0.0, 0.0, 0.0], [0.0, 0.0, 0.0], [0.0, 0.0, 0.0], [0.0, 0.0, -0.1], [0.0, 0.0, 0.0], [0.0, 0.0, 0.0], [0.0, 0.0, 0.0], [0.0, 0.0, 0.0], [0.1, -0.1, -0.1], [-0.2, 0.1, 0.1], [-0.1, 0.0, 0.0], [0.3, -0.1, 0.1], [-0.1, -0.2, -0.1], [0.2, 0.1, 0.1], [0.0, 0.1, -0.2], [0.0, 0.0, 0.0], [0.0, 0.0, 0.0], [0.0, 0.0, 0.0], [0.0, 0.0, 0.0], [-0.1, 0.0, -0.1], [0.0, 0.0, 0.0], [0.0, 0.0, 0.0], [-0.1, 0.1, 0.0], [0.0, 0.0, 0.2], [-0.1, 0.2, -0.1], [0.0, -0.5, 0.1], [-0.3, 0.8, 0.3], [0.2, -0.1, -0.4], [0.0, 0.0, 0.0], [0.0, 0.0, 0.0], [0.0, 0.0, 0.0], [0.0, 0.0, 0.0], [0.0, 0.1, 0.0], [0.0, 0.1, 0.0], [0.0, 0.0, 0.1], [0.0, 0.0, 0.1], [0.0, -0.1, 0.0], [-0.2, 0.2, 0.0], [0.3, -0.3, 0.0], [0.0, 0.2, 0.1], [0.1, -0.2, -0.1], [-0.1, 0.4, 0.2], [0.0, -0.2, -0.1], [-0.1, 0.1, 0.0], [0.1, -0.2, -0.1], [0.5, -1.0, -0.3], [0.0, 0.0, 0.0], [0.0, 0.0, 0.0], [0.0, 0.0, 0.0], [0.0, 0.0, 0.0]]
}

=====

{
  "formula": "C30H28N6PtSSe",
  "method": "ωB97M-V/def2-TZVPD",
  "e_lumo_ev": -0.50,
  "max_force_ev_per_a": 1.45,
  "multiplicity": 1,
  "energy_ha": -4407.535826,
  "homo_lumo_gap_ev": 6.78,
  "homo_energy_ha": -0.2676,
  "total_charge": 0,
  "elements": ["Pt", "C", "C", "C", "C", "C", "C", "C", "N", "C", "N", "C", "C", "C", "C", "C", "C", "C", "N", "C", "C", "C", "C", "C", "C", "C", "H", "H", "H", "H", "H", "H", "H", "H", "H", "H", "H", "H", "H", "H", "H", "H", "H", "H", "H", "H", "H", "H", "Se", "C", "N", "N", "C", "N", "C", "C", "C", "C", "C", "C", "S", "H", "H", "H", "H", "H", "H"],
  "positions_angstrom": [[-0.0313, -2.3728, -0.5374], [-0.4251, 4.7348, -0.0959], [-1.3885, 4.1502, 0.9002], [-2.1208, 4.9615, 1.7558], [-3.0133, 4.4296, 2.6750], [-3.1762, 3.0566, 2.7503], [-2.4451, 2.2233, 1.9186], [-1.5555, 2.7630, 0.9914], [-0.7653, 1.9507, 0.1503], [-0.9308, 0.5976, -0.0914], [-2.1981, 0.2183, -0.3248], [-2.7713, -1.0344, -0.6293], [-2.0192, -2.1937, -0.8095], [-2.7013, -3.3673, -1.1266], [-4.0758, -3.3948, -1.2786], [-4.8028, -2.2294, -1.0928], [-4.1679, -1.0397, -0.7719], [-4.9848, 0.2158, -0.5820], [0.0974, -0.1807, -0.1349], [1.3871, 0.3204, 0.1551], [2.1591, 0.8840, -0.8596], [3.4467, 1.3257, -0.6014], [3.9745, 1.1931, 0.6729], [3.1913, 0.6665, 1.6919], [1.8881, 0.2436, 1.4626], [1.0136, -0.2525, 2.5775], [-0.5207, 5.8183, -0.1264], [-0.6126, 4.3423, -1.0973], [0.6114, 4.5001, 0.1668], [-1.9847, 6.0349, 1.6972], [-3.5689, 5.0859, 3.3315], [-3.8570, 2.6263, 3.4731], [-2.5406, 1.1485, 2.0086], [0.1843, 2.2679, 0.0257], [-2.8587, 0.9770, -0.3123], [-2.1439, -4.2907, -1.2495], [-4.5839, -4.3202, -1.5167], [-5.8819, -2.2408, -1.1847], [-6.0397, -0.0110, -0.7179], [-4.7185, 0.9843, -1.3147], [-4.8635, 0.6357, 0.4204], [1.7372, 0.9595, -1.8546], [4.0384, 1.7590, -1.3980], [4.9926, 1.4980, 0.8795], [3.5953, 0.5977, 2.6952], [1.5912, -0.4634, 3.4756], [0.4839, -1.1591, 2.2841], [0.2586, 0.4990, 2.8282], [-1.0129, -3.5937, 1.6781], [0.1771, -3.7479, 3.0348], [0.9443, -3.8581, 3.8958], [2.6920, -3.6692, 1.2208], [2.9998, -3.0275, 0.1025], [2.1311, -2.6790, -0.8161], [2.7569, -2.1286, -1.9255], [2.1236, -1.6956, -3.0836], [2.8899, -1.1646, -4.1070], [4.2748, -1.0703, -3.9943], [4.9196, -1.5032, -2.8458], [4.1490, -2.0298, -1.8246], [4.6738, -2.6684, -0.2874], [1.7156, -3.7925, 1.4420], [3.3559, -3.7857, 1.9660], [1.0449, -1.7725, -3.1615], [2.4079, -0.8180, -5.0120], [4.8588, -0.6774, -4.8161], [5.9952, -1.4369, -2.7453]],
  "forces_ev_per_angstrom": [[-0.6, 0.7, 0.5], [0.0, 0.0, 0.1], [0.0, 0.0, -0.1], [0.0, 0.0, 0.0], [0.0, 0.0, 0.0], [0.0, 0.0, 0.0], [0.1, -0.1, 0.0], [-0.2, 0.0, 0.1], [0.1, 0.1, 0.0], [0.3, 0.3, 0.1], [-0.2, 0.0, 0.0], [0.1, -0.2, -0.2], [0.7, 0.0, 0.7], [0.0, -0.1, -0.1], [-0.1, 0.0, 0.0], [0.1, 0.0, 0.0], [-0.1, 0.0, 0.0], [0.1, -0.1, 0.0], [-0.2, -1.1, -0.9], [0.4, 0.3, 0.1], [-0.2, -0.1, 0.0], [0.1, 0.0, 0.0], [0.0, 0.0, 0.0], [0.1, 0.1, 0.0], [-0.1, -0.1, 0.0], [0.0, 0.0, 0.0], [0.0, 0.0, 0.0], [0.0, 0.0, 0.0], [0.0, 0.0, 0.0], [0.0, 0.0, 0.0], [0.0, 0.0, 0.0], [0.0, 0.0, 0.0], [0.0, 0.0, 0.0], [0.0, -0.1, 0.0], [0.1, 0.1, 0.0], [0.1, 0.0, 0.1], [0.0, 0.0, 0.0], [0.0, 0.0, 0.0], [0.0, 0.0, 0.0], [0.0, 0.0, 0.0], [0.0, 0.0, 0.0], [0.0, 0.0, 0.0], [0.0, 0.0, 0.0], [0.0, 0.0, 0.0], [0.0, 0.0, 0.0], [0.0, 0.0, 0.0], [0.0, 0.0, 0.0], [0.0, 0.0, 0.0], [-0.5, 0.0, -0.9], [0.5, -0.1, 0.3], [0.0, 0.1, 0.0], [0.0, 0.1, 0.2], [0.4, 0.0, -0.4], [-0.4, 0.2, 0.6], [0.3, 0.0, -0.2], [-0.1, 0.0, 0.1], [0.0, 0.0, 0.0], [0.1, 0.0, 0.0], [0.0, 0.0, 0.0], [-0.1, -0.1, 0.0], [-0.2, 0.0, 0.0], [-0.1, -0.1, 0.1], [0.0, 0.0, 0.0], [0.0, 0.0, 0.0], [0.0, 0.0, 0.0], [0.0, 0.0, 0.0], [0.0, 0.0, 0.0]]
}